C4H6N2O | the ωB97M-V functional and the def2-TZVPD basis

The total energy is -340.61605 hartree. The calculation puts the strongest force on any atom at 8.60 eV/Å. As for the charge: 0. Its structure (SMILES) is C=NN1CC(=O)C1.

Positions of all 13 atoms, in Å:
1 C 0.354 1.333 2.157
2 N 0.326 0.077 1.845
3 N -0.329 -0.349 0.599
4 C -0.729 0.475 -0.348
5 C -0.033 -0.344 -1.383
6 O 0.034 -0.105 -2.618
7 C 0.404 -1.341 -0.390
8 H 0.759 1.542 3.052
9 H -0.189 2.141 1.658
10 H -1.808 0.799 -0.409
11 H -0.247 1.388 -0.123
12 H -0.169 -2.302 -0.313
13 H 1.429 -1.562 -0.247

=====

C4H6N2O | the ωB97M-V functional and the def2-TZVPD basis

The total energy is -340.67619 hartree. The calculation puts the strongest force on any atom at 3.36 eV/Å. As for the charge: 0. Its structure (SMILES) is O/N=C1\CC=CN1.

Positions of all 13 atoms, in Å:
1 O -2.653 0.233 0.023
2 N -1.763 -0.834 -0.124
3 C -0.556 -0.365 -0.031
4 C -0.047 1.008 -0.066
5 C 1.490 0.761 -0.109
6 C 1.747 -0.574 0.036
7 N 0.530 -1.264 0.041
8 H -3.529 -0.204 0.303
9 H -0.225 1.380 0.956
10 H -0.577 1.540 -0.867
11 H 2.317 1.513 0.060
12 H 2.763 -0.940 0.145
13 H 0.503 -2.252 -0.367

=====

C4H6N2O | the ωB97M-V functional and the def2-TZVPD basis

The total energy is -340.65833 hartree. The calculation puts the strongest force on any atom at 1.21 eV/Å. As for the charge: 0. Its structure (SMILES) is Nc1cc[nH]c1O.

Positions of all 13 atoms, in Å:
1 N 0.992 -1.697 0.701
2 C 0.308 -0.702 0.130
3 C 0.570 0.036 -1.038
4 C -0.536 0.882 -1.175
5 N -1.488 0.563 -0.309
6 C -0.865 -0.133 0.814
7 O -0.335 1.012 1.573
8 H 1.866 -2.054 0.352
9 H 0.587 -2.116 1.526
10 H 1.437 0.023 -1.683
11 H -0.647 1.737 -1.828
12 H -2.284 1.145 -0.107
13 H 0.452 1.370 1.102

=====

C4H6N2O | the ωB97M-V functional and the def2-TZVPD basis

The total energy is -340.73779 hartree. The calculation puts the strongest force on any atom at 0.32 eV/Å. As for the charge: 0. Its structure (SMILES) is COc1cc[nH]n1.

Positions of all 13 atoms, in Å:
1 C 0.075 -2.166 -0.825
2 O 0.452 -1.442 0.334
3 C 0.085 -0.145 0.361
4 C 0.931 0.906 0.778
5 C 0.160 2.032 0.611
6 N -1.033 1.615 0.130
7 N -1.104 0.278 -0.027
8 H 0.806 -2.971 -0.916
9 H -0.933 -2.584 -0.743
10 H 0.116 -1.524 -1.710
11 H 1.951 0.818 1.117
12 H 0.380 3.080 0.765
13 H -1.840 2.175 -0.092

=====

C4H6N2O | the ωB97M-V functional and the def2-TZVPD basis

The total energy is -340.57746 hartree. The calculation puts the strongest force on any atom at 0.68 eV/Å. As for the charge: 0.

Positions of all 13 atoms, in Å:
1 N 1.658 -1.360 -0.960
2 C 0.994 -0.473 -0.357
3 O 1.442 0.518 0.465
4 C 0.275 1.345 0.426
5 C -0.381 0.593 -0.718
6 C -1.602 -0.115 -0.334
7 N -0.496 -1.000 0.102
8 H 2.654 -1.163 -0.908
9 H -0.223 1.338 1.405
10 H 0.535 2.366 0.131
11 H -2.226 -0.539 -1.120
12 H -2.173 0.264 0.515
13 H -0.464 -1.762 -0.579

=====

C4H6N2O | the ωB97M-V functional and the def2-TZVPD basis

The total energy is -340.76025 hartree. The calculation puts the strongest force on any atom at 0.47 eV/Å. As for the charge: 0. Its structure (SMILES) is Nc1[nH]ccc1O.

Positions of all 13 atoms, in Å:
1 N 1.888 0.932 -0.095
2 C 0.571 0.425 -0.071
3 N -0.507 1.269 -0.191
4 C -1.670 0.556 -0.174
5 C -1.348 -0.777 -0.064
6 C 0.071 -0.852 0.004
7 O 0.882 -1.958 0.080
8 H 2.494 0.318 -0.630
9 H 2.277 0.988 0.841
10 H -0.410 2.265 -0.298
11 H -2.631 1.048 -0.233
12 H -2.049 -1.601 -0.049
13 H 0.399 -2.639 0.562